The following is a quantum chemistry calculation of a cluster of 8 separate species, C33H52FNO20P2 in total at a distorted geometry, from the OMol25 dataset.

Atoms and positions in Å:
1 C 1.421 -5.222 -4.419
2 H -7.175 1.696 -2.716
3 H 2.354 -3.023 1.144
4 C 2.717 1.382 -2.943
5 H 3.083 5.732 1.488
6 H 4.017 -0.356 -2.857
7 H 4.821 1.138 -3.399
8 F -1.962 -3.458 0.810
9 C 1.972 4.044 0.717
10 O 2.914 0.035 4.242
11 C -5.024 -4.300 0.184
12 C -1.333 -5.128 6.140
13 H -7.794 2.066 -0.487
14 P 5.076 -2.081 1.375
15 H -5.039 -4.593 -0.870
16 H 2.946 10.819 -4.071
17 H 0.007 4.075 -0.209
18 H 7.431 -3.204 1.265
19 H -1.890 -4.226 8.048
20 H 2.953 3.644 0.434
21 H 2.846 2.431 -3.237
22 H 1.127 -0.072 -3.179
23 H 1.140 -6.396 -2.620
24 O 1.648 -0.009 -5.988
25 H 2.274 -4.700 -4.869
26 O 1.890 0.010 1.757
27 H 1.252 3.220 -1.153
28 O 4.827 11.464 -1.578
29 C 3.887 0.568 -3.429
30 H -0.426 -2.901 3.045
31 H 1.841 -4.289 2.446
32 H -0.023 -3.746 -0.092
33 H 2.590 1.349 -1.858
34 H 0.212 -3.572 -5.133
35 C -0.521 -3.874 0.982
36 O 2.456 -2.429 3.297
37 H 4.278 9.637 -3.814
38 C -1.867 -3.996 6.979
39 C 6.962 -2.261 1.790
40 O 1.580 -3.999 -1.129
41 O 2.227 7.314 -0.545
42 C 1.730 -5.549 -2.980
43 C -6.494 -4.470 1.912
44 H -3.997 -4.375 0.558
45 O 5.045 -1.821 -0.363
46 C -6.903 1.445 -0.607
47 O 1.368 5.287 -1.162
48 C 1.936 6.159 -0.280
49 H -7.050 -2.394 1.915
50 H -6.432 -2.764 -0.314
51 N -0.859 1.369 0.492
52 H -4.882 -2.124 0.257
53 H -0.056 -1.725 1.612
54 H 3.724 10.566 -0.075
55 H 2.179 10.645 -1.864
56 H 1.583 3.436 1.537
57 C 1.784 -3.125 2.188
58 C 3.692 10.444 -3.366
59 C -6.159 -3.014 1.795
60 O 0.462 -3.573 -3.078
61 P 2.945 -0.813 2.870
62 H 2.797 -5.729 -2.830
63 C 4.619 11.536 -2.926
64 H 7.490 -1.272 1.419
65 C -7.237 -0.011 -0.490
66 C -5.610 -2.928 0.393
67 C -5.767 0.160 -2.218
68 H -4.741 0.085 -1.844
69 H -5.626 2.336 -2.145
70 H -0.704 -4.809 -4.238
71 H 0.795 1.532 -3.923
72 O -7.950 -0.506 0.368
73 O -3.778 -3.914 4.032
74 H -5.405 -2.759 2.544
75 C 4.139 10.328 -1.058
76 H -3.519 -2.706 6.449
77 C -3.231 -3.758 6.383
78 C 0.174 -2.787 2.047
79 H -3.992 -4.397 6.840
80 H 5.789 -2.322 -0.821
81 C 2.104 5.507 1.059
82 H -6.148 1.700 0.142
83 C 1.066 4.067 -0.486
84 O -6.594 -0.723 -1.461
85 O 3.575 0.227 -4.779
86 O -1.901 -4.936 4.845
87 H 2.742 8.976 -2.050
88 H 4.853 9.505 -0.952
89 C 1.286 -4.305 -2.272
90 H 1.302 5.843 1.723
91 H 1.204 -6.102 -5.031
92 O 0.924 0.581 2.467
93 O -7.206 -4.966 2.770
94 C 3.059 10.022 -2.064
95 H -1.244 -3.104 6.839
96 H -5.783 -0.134 -3.272
97 C -6.353 1.532 -2.009
98 C 1.560 0.784 -3.704
99 C -3.030 -4.176 4.959
100 H -0.419 -4.980 1.359
101 C -0.071 1.159 1.505
102 C 2.223 0.305 -4.959
103 C 0.252 -4.279 -4.300
104 O 4.570 -0.668 2.259
105 O -5.850 -5.182 0.941
106 H -1.645 -6.107 6.517
107 O 5.147 12.354 -3.661
108 H -0.242 -5.105 6.071
109 H 7.065 -2.266 2.963

Force components x, y, z for each atom (eV/Å):
0.4 -0.4 -0.7
0.2 0.0 0.1
-1.3 0.0 2.3
-0.1 0.6 0.7
-0.3 0.3 0.0
0.0 0.1 0.0
-0.1 -0.2 -0.2
2.9 -1.1 0.6
0.3 -0.7 0.5
0.1 -3.5 -5.9
0.7 0.0 -0.4
0.6 -0.4 0.3
0.2 -0.2 0.3
0.4 -1.7 -0.9
-0.1 -0.2 0.2
0.4 -0.1 -0.1
0.1 0.0 -0.1
-1.1 1.9 1.2
0.1 0.0 -0.2
-0.2 0.0 0.1
0.0 -0.1 0.1
-0.1 0.0 -0.1
0.1 0.1 0.1
1.4 0.4 1.4
-0.2 -0.1 0.0
4.7 -3.3 -2.2
-0.1 0.3 -0.1
0.1 0.5 -0.7
0.6 0.0 0.5
1.5 0.2 -1.7
0.1 2.6 -0.4
-1.4 -0.3 2.7
0.1 0.0 -0.1
-0.1 0.0 0.3
0.5 1.3 -0.5
0.5 3.3 -3.2
0.0 0.1 -0.1
0.3 0.4 0.8
0.4 1.8 0.1
-0.3 0.1 -1.8
-0.5 -1.9 -0.1
0.4 -0.1 -0.3
-0.9 -0.7 1.7
-0.2 0.0 0.0
1.5 -0.3 1.6
-0.1 0.4 -0.3
0.5 0.9 0.1
0.2 1.9 -0.4
0.2 -0.2 0.2
0.2 -0.1 0.2
6.8 -1.5 8.9
0.0 -0.2 0.0
0.6 -2.0 0.8
0.3 0.1 -0.1
0.1 -0.1 0.0
0.0 0.0 -0.1
-1.4 -2.4 -1.4
-0.5 -0.1 0.1
-0.1 0.4 -0.2
0.7 -0.1 1.1
0.9 2.9 7.6
-0.3 -0.1 0.3
1.2 1.3 -1.3
-0.8 -2.1 0.7
-1.1 -0.9 1.7
-0.1 0.6 -0.5
0.5 -0.1 -0.6
-0.1 0.0 0.0
-0.1 -0.2 0.0
0.1 0.1 0.0
-0.1 -0.4 -0.1
1.2 0.3 -1.7
1.7 -0.6 1.2
-0.2 -0.1 0.1
-0.2 -0.4 0.6
-0.3 -0.3 -0.1
0.2 0.4 0.4
-0.7 -0.6 -0.7
-0.1 0.1 -0.1
-1.2 1.0 1.0
0.3 -0.3 0.3
-0.2 0.0 0.1
-0.4 -0.7 -0.1
-0.7 0.2 0.4
-0.6 0.0 -0.6
-0.5 0.4 -0.4
0.1 0.3 0.1
0.0 0.1 0.0
0.1 0.4 1.4
0.1 0.1 0.0
0.0 0.2 0.0
-6.5 4.0 -0.2
1.1 0.2 -1.6
-0.8 -0.6 0.0
-0.1 -0.2 0.1
0.0 -0.2 0.3
0.1 0.8 -0.5
-0.1 0.5 0.3
-1.7 0.3 -1.7
-0.7 2.2 -0.6
-3.2 -0.9 -6.1
-1.1 -0.8 -1.8
-0.5 0.0 -0.8
-2.7 -1.3 -1.0
-0.7 -0.1 0.6
0.0 0.1 -0.1
-0.6 -1.0 1.6
-0.2 -0.1 -0.2
-0.2 -0.3 -2.4

As for the multiplicity: 1. Its SMILES is CP(O)O[P@](=O)(OCCCF)OOC#N.O=C1CCCO1.O=C1CCCO1.O=C1CCCO1.O=C1CCCO1.O=C1CCCO1.O=C1CCCO1.O=C1CCCO1. The orbital gap comes out at 7.519 eV. The total energy is -3630.59425 Ha. The value obtained for the HOMO energy is -9.18 eV.